Run one
Formula: C4H9NO2
Source: the OMol25 dataset
Level of theory: ωB97M-V/def2-TZVPD

Last column: natural (NBO) charge in e.
CARTESIAN COORDINATES (ANGSTROEM)
H: 1.367 -0.681 2.066  0.160
H: -0.016 1.301 3.203  0.475
H: -1.531 0.232 -1.253  0.221
N: -0.302 -0.636 0.886  -0.622
H: 1.037 0.578 -2.736  0.105
H: 0.658 0.959 -0.217  0.185
C: 0.323 -0.077 -0.308  -0.220
C: -0.606 -0.295 -1.490  -0.523
O: 0.427 1.068 2.385  -0.748
H: 1.237 -0.666 -0.473  0.182
H: -0.197 -0.885 2.898  0.168
O: -0.753 0.717 -3.639  -0.509
C: -0.050 0.364 -2.730  0.447
H: -1.252 -0.275 0.873  0.349
C: 0.337 -0.330 2.125  0.086
H: -0.679 -1.373 -1.590  0.243

Values from the calculation:
2S+1: 1
LUMO level: 0.77 eV
structure (SMILES): O=CCCNCO
gap between HOMO and LUMO: 10.373 eV
net charge: 0
HOMO energy: -9.602 eV

***

Run two
Formula: C4H9NO2
Source: the OMol25 dataset
Level of theory: ωB97M-V/def2-TZVPD

Last column: natural (NBO) charge in e.
CARTESIAN COORDINATES (ANGSTROEM)
H: -1.068 -2.831 -0.517  0.120
O: -0.336 0.687 2.200  -0.726
H: 1.266 -0.102 0.590  0.211
C: 0.445 0.196 -0.074  -0.090
H: -0.443 -0.272 2.320  0.495
H: -0.102 -1.130 -1.671  0.400
C: -0.584 0.915 0.837  -0.066
H: 0.259 1.271 -1.966  0.205
C: -0.675 -1.990 0.081  0.534
H: 1.364 2.017 -0.799  0.228
H: -1.598 0.595 0.551  0.165
H: 1.864 0.568 -1.677  0.215
C: 1.012 1.061 -1.197  -0.616
O: -0.754 -1.969 1.302  -0.648
N: -0.124 -1.015 -0.668  -0.606
H: -0.527 1.998 0.689  0.179

Values from the calculation:
2S+1: 1
LUMO level: 0.78 eV
structure (SMILES): C[C@@H](CO)NC=O
gap between HOMO and LUMO: 10.664 eV
net charge: 0
HOMO energy: -9.889 eV

***

Of them, run two has the highest stability.

***

Run one
Formula: C4H9NO2
Source: the OMol25 dataset
Level of theory: ωB97M-V/def2-TZVPD

Last column: natural (NBO) charge in e.
CARTESIAN COORDINATES (ANGSTROEM)
C: 0.852 -0.033 0.644  0.629
H: 2.501 -0.946 1.325  0.379
H: -0.144 0.843 2.017  0.477
N: 1.833 -1.051 0.557  -0.893
O: 1.428 1.218 0.443  -0.741
C: -1.879 0.814 -0.270  -0.700
C: -0.147 -0.801 -1.466  -0.270
C: -0.829 -0.092 -0.716  0.076
H: -1.405 -0.740 -2.504  -0.072
H: -2.335 0.445 0.651  0.244
H: 1.390 -1.957 0.665  0.377
H: 0.596 -1.501 -1.781  0.253
H: -1.460 1.805 -0.079  0.245
H: 1.988 1.126 -0.339  0.487
O: 0.255 -0.030 1.899  -0.736
H: -2.643 0.900 -1.046  0.244

Values from the calculation:
2S+1: 1
LUMO level: 0.74 eV
gap between HOMO and LUMO: 7.700 eV
net charge: 0
HOMO energy: -6.955 eV

***

Run two
Formula: C4H9NO2
Source: the OMol25 dataset
Level of theory: ωB97M-V/def2-TZVPD

Last column: natural (NBO) charge in e.
CARTESIAN COORDINATES (ANGSTROEM)
H: -0.491 0.321 2.394  0.218
C: 1.187 -0.455 1.279  -0.264
H: -1.067 1.886 -2.143  0.190
H: -2.337 0.781 -2.767  0.191
O: 1.102 0.684 -1.408  -0.650
H: -0.658 0.705 -3.410  0.191
H: 1.601 0.542 1.070  0.223
C: 0.211 -0.037 -1.007  0.876
C: -1.278 0.885 -2.531  -0.256
N: 0.282 -0.849 0.072  -0.666
H: 1.697 -1.298 0.802  0.269
H: -0.029 -1.305 2.932  0.209
H: -0.455 -1.519 0.232  0.399
C: 0.365 -0.348 2.584  -0.633
O: -1.029 -0.095 -1.537  -0.523
H: 0.898 0.102 3.437  0.226

Values from the calculation:
2S+1: 1
LUMO level: 0.89 eV
structure (SMILES): CCNC(=O)OC
gap between HOMO and LUMO: 10.261 eV
net charge: 0
HOMO energy: -9.369 eV

***

Of them, run two has the highest stability.

***

Run one
Formula: C4H9NO2
Source: the OMol25 dataset
Level of theory: ωB97M-V/def2-TZVPD

Last column: natural (NBO) charge in e.
CARTESIAN COORDINATES (ANGSTROEM)
C: 0.586 0.518 -0.862  -0.425
H: 1.770 1.089 0.885  0.240
H: -0.033 -2.553 1.550  0.399
C: 0.945 -0.783 1.355  0.673
O: 1.906 -1.067 2.063  -0.627
H: 0.028 1.137 1.147  0.217
H: 0.912 -0.449 -1.266  0.217
O: -1.716 -0.222 -0.728  -0.749
C: 0.833 0.573 0.663  -0.507
N: -0.094 -1.630 1.151  -0.842
C: -0.851 0.771 -1.282  -0.058
H: -2.545 0.189 -0.475  0.483
H: -1.160 1.771 -0.945  0.164
H: -0.845 -1.388 0.513  0.423
H: -0.936 0.743 -2.376  0.173
H: 1.199 1.281 -1.356  0.221

Values from the calculation:
2S+1: 1
LUMO level: 0.58 eV
structure (SMILES): NC(=O)CCCO
gap between HOMO and LUMO: 9.971 eV
net charge: 0
HOMO energy: -9.396 eV

***

Run two
Formula: C4H9NO2
Source: the OMol25 dataset
Level of theory: ωB97M-V/def2-TZVPD

Last column: natural (NBO) charge in e.
CARTESIAN COORDINATES (ANGSTROEM)
H: 2.041 -1.364 1.182  0.206
H: -0.640 1.313 1.559  0.217
H: 1.498 -0.057 2.244  0.220
C: -0.579 1.509 -2.707  0.846
O: -0.096 -1.260 -0.481  -0.736
H: 0.540 -1.551 2.118  0.215
N: -0.973 0.367 -2.641  -0.792
H: -1.536 -0.224 1.467  0.214
H: -0.752 -0.333 -1.927  0.445
C: 0.346 -0.233 0.419  0.093
C: -0.905 0.475 0.907  -0.627
H: -1.485 0.863 0.064  0.222
H: 0.976 0.482 -0.135  0.162
C: 1.155 -0.838 1.558  -0.632
O: -0.264 2.629 -2.873  -0.532
H: 0.674 -1.777 -0.754  0.478

Values from the calculation:
2S+1: 1
LUMO level: 0.63 eV
structure (SMILES): CC(C)O.N=C=O
gap between HOMO and LUMO: 11.243 eV
net charge: 0
HOMO energy: -10.615 eV

***

Run three
Formula: C4H9NO2
Source: the OMol25 dataset
Level of theory: ωB97M-V/def2-TZVPD

Last column: natural (NBO) charge in e.
CARTESIAN COORDINATES (ANGSTROEM)
O: -1.141 -0.030 0.809  -0.676
H: -2.037 -1.981 -2.102  0.195
C: 1.354 1.348 0.430  -0.225
H: 0.513 1.298 -1.523  0.395
H: 2.081 -0.644 0.147  0.204
H: 2.087 -0.187 1.841  0.209
C: 1.499 -0.086 0.937  -0.767
C: -1.866 -1.542 -1.122  -0.258
H: 0.199 -0.268 1.343  0.324
O: -0.952 -0.471 -1.367  -0.503
H: -1.421 -2.272 -0.440  0.198
H: 2.195 1.835 -0.094  0.198
H: -2.797 -1.171 -0.691  0.200
C: -0.626 0.224 -0.288  0.932
H: 1.070 2.010 1.250  0.195
N: 0.241 1.248 -0.548  -0.622

Values from the calculation:
2S+1: 1
LUMO level: 0.91 eV
gap between HOMO and LUMO: 10.148 eV
net charge: 0
HOMO energy: -9.239 eV

***

Run four
Formula: C4H9NO2
Source: the OMol25 dataset
Level of theory: ωB97M-V/def2-TZVPD

Last column: natural (NBO) charge in e.
CARTESIAN COORDINATES (ANGSTROEM)
C: 0.277 0.238 0.801  -0.219
H: -0.304 1.436 -0.874  0.216
N: 1.301 -0.500 0.095  -0.633
C: 2.570 -0.029 -0.029  0.534
H: -1.432 1.473 0.463  0.199
H: -0.187 -0.426 1.530  0.205
O: -2.105 -1.264 0.033  -0.716
H: 1.267 -1.500 -0.060  0.409
H: 0.760 1.040 1.350  0.203
H: 2.666 1.050 0.209  0.097
H: -0.976 -0.760 -1.558  0.182
H: -2.435 0.213 -1.384  0.167
C: -0.796 0.809 -0.128  -0.436
C: -1.609 -0.257 -0.836  -0.067
H: -2.503 -0.836 0.798  0.460
O: 3.506 -0.687 -0.410  -0.601

Values from the calculation:
2S+1: 1
LUMO level: 0.71 eV
structure (SMILES): O=CNCCCO
gap between HOMO and LUMO: 10.504 eV
net charge: 0
HOMO energy: -9.798 eV

***

Of them, run one has the highest stability.

***

Run one
Formula: C4H9NO2
Source: the OMol25 dataset
Level of theory: ωB97M-V/def2-TZVPD

Last column: natural (NBO) charge in e.
CARTESIAN COORDINATES (ANGSTROEM)
O: -1.412 1.609 -0.116  -0.575
H: 2.201 -1.699 -0.678  0.486
H: 0.173 -0.717 1.540  0.226
N: 1.509 0.013 -0.985  -0.028
C: -1.130 -0.691 -0.962  -0.689
H: -1.584 -0.566 1.708  0.240
H: -0.532 0.765 2.230  0.219
C: -0.737 0.610 0.106  0.540
C: -0.666 -0.025 1.492  -0.708
H: -2.061 -1.029 -0.514  0.204
H: -0.433 -1.527 -0.976  0.194
O: 2.051 -0.917 -0.126  -0.545
C: 1.189 1.141 -0.352  -0.229
H: -1.275 -0.305 -1.966  0.217
H: 1.081 1.983 -1.022  0.236
H: 1.627 1.354 0.621  0.212

Values from the calculation:
2S+1: 1
LUMO level (alpha / beta): -0.46 / -0.46 eV
gap between HOMO and LUMO (alpha / beta): 8.363 / 8.364 eV
net charge: 0
HOMO energy (alpha / beta): -8.824 / -8.824 eV

***

Run two
Formula: C4H9NO2
Source: the OMol25 dataset
Level of theory: ωB97M-V/def2-TZVPD

Last column: natural (NBO) charge in e.
CARTESIAN COORDINATES (ANGSTROEM)
H: 1.143 -2.231 -0.590  0.219
H: -0.831 -0.748 2.031  0.476
H: 1.603 0.756 -0.024  0.217
O: -0.403 -0.060 1.506  -0.744
N: -1.550 2.245 -0.061  -0.787
C: 0.891 -1.807 0.388  -0.628
H: 1.816 -1.488 0.878  0.215
H: 0.192 1.518 -0.273  0.232
C: 0.657 0.534 -0.492  -0.661
O: -1.110 1.640 -2.323  -0.515
C: -0.040 -0.610 0.236  0.091
C: -1.288 1.836 -1.183  0.851
H: -0.958 -0.944 -0.286  0.160
H: 0.808 0.297 -1.553  0.232
H: -1.363 1.664 0.757  0.437
H: 0.434 -2.603 0.989  0.204

Values from the calculation:
2S+1: 1
LUMO level: 0.70 eV
structure (SMILES): CC(C)O.N=C=O
gap between HOMO and LUMO: 11.095 eV
net charge: 0
HOMO energy: -10.397 eV

***

Of them, run two has the highest stability.

***

Run one
Formula: C2H6N2S
Source: the OMol25 dataset
Level of theory: ωB97M-V/def2-TZVPD

Last column: natural (NBO) charge in e.
CARTESIAN COORDINATES (ANGSTROEM)
N: 0.008 -0.038 -0.058  -0.254
H: -0.933 -1.758 -0.166  0.175
C: 0.235 1.320 0.012  -0.421
C: -1.174 -0.660 -0.100  -0.077
S: -2.699 -0.087 0.048  -0.146
N: 1.187 -0.843 0.109  -0.641
H: 0.304 1.624 1.056  0.202
H: 1.203 1.469 -0.440  0.218
H: -0.517 1.964 -0.496  0.235
H: 1.029 -1.607 0.775  0.357
H: 1.359 -1.383 -0.739  0.353

Values from the calculation:
2S+1: 1
LUMO level: 0.74 eV
structure (SMILES): CN(N)C=S
gap between HOMO and LUMO: 9.196 eV
net charge: 0
HOMO energy: -8.460 eV

***

Run two
Formula: C2H6N2S
Source: the OMol25 dataset
Level of theory: ωB97M-V/def2-TZVPD

Last column: natural (NBO) charge in e.
CARTESIAN COORDINATES (ANGSTROEM)
C: -0.590 -0.251 -0.018  0.455
H: -0.165 1.620 -1.025  0.233
H: 0.749 -1.893 -0.155  0.396
S: 2.176 -0.102 -0.173  0.201
H: -1.617 1.586 -0.003  0.242
H: -1.435 -1.860 -0.244  0.316
C: -0.605 1.259 -0.102  -0.676
H: -0.004 1.604 0.756  0.221
N: 0.685 -0.889 -0.078  -0.803
H: 2.493 -0.188 1.124  0.090
N: -1.686 -0.887 -0.082  -0.675

Values from the calculation:
2S+1: 1
LUMO level: 0.73 eV
structure (SMILES): [H]/N=C(/C)NS
gap between HOMO and LUMO: 10.084 eV
net charge: 0
HOMO energy: -9.354 eV

***

Of them, run two has the highest stability.

***

Run one
Formula: C2H6N2S
Source: the OMol25 dataset
Level of theory: ωB97M-V/def2-TZVPD

Last column: natural (NBO) charge in e.
CARTESIAN COORDINATES (ANGSTROEM)
H: 2.003 -0.473 -1.069  0.205
N: 0.718 0.105 0.504  -0.480
H: -2.103 1.541 -0.508  0.178
N: -0.330 0.959 0.006  -0.428
H: -0.201 2.145 0.052  0.388
C: 1.258 -0.868 -0.309  -0.419
H: 0.335 -1.597 -0.584  0.192
C: -1.637 0.648 -0.169  -0.130
H: 0.553 -0.357 1.475  0.366
H: 1.799 -1.419 0.500  0.206
S: -2.394 -0.683 0.102  -0.077

Values from the calculation:
2S+1: 1
LUMO level: 0.75 eV
structure (SMILES): CNNC=S
gap between HOMO and LUMO: 9.315 eV
net charge: 0
HOMO energy: -8.568 eV

***

Run two
Formula: C2H6N2S
Source: the OMol25 dataset
Level of theory: ωB97M-V/def2-TZVPD

Last column: natural (NBO) charge in e.
CARTESIAN COORDINATES (ANGSTROEM)
H: 0.851 -1.310 -0.623  0.406
H: -0.792 1.040 1.066  0.239
C: -0.697 0.507 0.147  -0.591
H: -1.523 0.829 -0.404  0.242
H: -0.563 -1.134 1.785  0.128
H: 0.889 2.658 0.159  0.357
N: 1.244 -0.396 -0.944  -0.793
H: 2.244 -0.359 -1.121  0.408
N: 1.310 1.816 -0.253  -0.785
S: -1.183 -1.164 0.571  -0.041
C: 0.687 0.654 -0.416  0.429

Values from the calculation:
2S+1: 1
LUMO level: 0.74 eV
structure (SMILES): [H]/N=C(/N)CS
gap between HOMO and LUMO: 9.720 eV
net charge: 0
HOMO energy: -8.975 eV

***

Of them, run two has the highest stability.